Formula: C61H153N11O17
Source: OMol25
Level of theory: ωB97M-V/def2-TZVPD

Results
Spin multiplicity ... 2
LUMO level (alpha / beta) ... -1.67 / -6.61 eV
Charge ... +1

Element x y z (Å)
H 4.5473 1.1151 -3.8352
H 6.4054 0.0987 1.0181
H 5.9903 9.5007 -4.9069
H 3.8312 -5.0741 3.3262
H 2.5309 7.3006 -6.9515
C -5.5536 -5.3245 -3.3280
C -6.7183 -0.4256 -0.8283
H 3.5041 -0.5516 -1.9093
C -3.8014 -0.0042 4.4501
H 2.4794 5.8073 -4.4800
C -6.0618 -3.8741 -3.6404
O 0.2862 -4.1546 -2.7836
H -0.6405 2.8914 -3.2926
H 3.0977 -6.1420 1.1939
H -4.7403 -0.3432 4.8879
H -4.5876 8.9961 2.9443
N 2.4538 5.8385 -5.4892
H 0.2053 3.5283 -1.9777
C 0.3637 3.2039 -3.0062
H -2.7337 1.2089 -5.6903
H -6.0348 6.8718 3.1102
C 2.0976 -5.0361 -0.0537
N 2.8149 -3.5196 -3.8776
H 4.5615 -6.3567 7.3595
H 0.8153 0.3885 2.8596
H -2.2732 -3.1062 3.9223
H -2.2250 -2.0295 -1.3391
H -7.8485 -4.7850 -3.6487
H 4.4924 -4.5805 7.6298
H -3.3397 -2.2769 1.7989
C 4.2648 7.5782 -5.7475
C 4.3678 1.8302 2.7766
C 1.0815 5.5488 -5.7221
H -2.8153 -3.1018 -6.1763
H 3.3570 1.4499 -3.0179
H 5.3794 2.0727 -2.3425
H 1.0165 2.3317 -3.0427
C -0.8091 -4.9393 -2.3105
H -2.0220 -2.4099 -4.7455
C -1.7217 1.2592 5.0320
H -1.0049 -0.7847 1.5028
C 0.0503 -4.6423 2.9865
C -1.3431 -1.4604 -1.6332
C -0.8813 0.2651 4.2113
C 5.6453 -9.6488 0.4078
C 0.5576 4.2932 -5.0168
H 1.8368 -4.0404 5.3745
C 5.6672 3.7600 -3.7712
H 1.7601 3.8884 -0.2722
H -10.6307 -0.9134 0.2302
N -5.9993 4.5435 1.6152
H -1.2698 1.0419 -4.6387
H -4.2807 2.0006 -2.9547
H 2.4838 -0.3958 0.8955
H 0.2189 1.8440 7.9449
H -2.3656 -2.1376 5.4501
H 4.4680 2.6743 6.6693
C -6.1110 3.4607 0.6122
H 3.2478 -1.3226 -3.9996
H 2.7473 -4.1652 0.0322
C -0.1320 -0.7346 5.1665
H -6.0233 -0.2372 -0.0100
H -6.6646 -1.4557 -1.1807
C 2.3045 -1.1845 0.1648
H -0.9159 -4.2909 2.6246
C 4.4556 -5.3792 6.8890
O 0.7276 4.4238 -3.5962
H -10.7878 0.6512 -0.5974
H -4.3184 9.6075 1.2942
H -0.2750 -4.3183 -4.6695
H 5.4459 -2.0600 -0.1291
H 6.5949 -9.5300 -0.1140
H 1.5162 -1.5017 -1.8379
H -4.7853 -1.8394 2.7234
H -5.2510 1.9453 1.8354
O -5.2497 7.6899 1.4350
H 0.5318 0.8616 -0.1832
H -2.6264 1.1158 0.2107
H -5.0062 4.7152 1.5490
H -5.9980 -3.2581 -2.7434
C -2.8075 -2.3318 4.4728
H 5.7169 -10.0581 1.4155
C 1.6983 -0.6882 -1.1356
C 0.3608 0.1250 -0.9684
H -8.1999 -0.4017 0.6937
H 4.7617 -5.7860 -0.1986
H -4.0958 -0.6215 1.8288
H -5.0729 1.7519 0.1059
H -0.5158 4.2506 -5.2016
C 0.9007 -4.9106 0.8735
H 1.7926 -3.5002 -5.6948
H -0.2514 1.7276 2.6878
C -3.0516 0.6910 5.5872
H 4.0565 -2.4090 -5.1203
O 1.9303 2.5991 7.2351
H 0.9080 -0.4156 5.2359
H -5.4482 -2.1706 -4.9390
C 2.7774 7.1647 -5.8985
H 4.8254 1.3484 4.7311
H 1.8231 -5.2170 -1.0930
H 6.6999 -2.1026 -1.4309
H -6.8921 5.8245 0.2857
N -7.3821 -4.0792 -4.2004
C -2.6390 1.8865 0.9814
H -7.0299 2.8925 0.7568
H 5.1166 -10.4052 -0.1722
O 3.4782 2.7440 -0.8104
H 0.8662 1.6631 4.0812
C -2.9731 -2.5239 -5.2657
H -7.2448 -4.4807 -5.1170
C 5.5011 0.7065 1.0466
O 1.2184 -4.4410 2.2048
H 2.2335 -1.8260 4.0037
H 4.6602 7.3155 -4.7663
N 2.8317 -6.2364 0.2242
H 4.5815 4.3502 6.0364
C 2.8705 -3.9733 5.7136
H 3.1572 4.1876 -2.4111
H -11.2014 -0.7175 -1.4565
H -7.0019 0.2302 -2.7247
C 4.4981 -7.8113 -0.7415
H 3.7907 -8.4966 -1.2083
C 4.9480 -2.4989 -3.3334
H 0.8220 5.4022 -6.7706
H -0.9951 -4.5596 -1.3058
H 1.0300 3.3954 -5.4153
H -4.1956 0.7277 3.7451
H 5.7684 -2.0353 -3.8811
H -5.0591 1.1640 -4.2654
C 5.7275 -2.4674 -1.1001
C 3.3041 -1.9260 4.1819
H 3.4339 1.2731 2.7008
H 2.7043 2.3364 5.0433
C 3.9154 3.6443 -1.8472
H 0.3179 -5.8294 0.9396
O 4.4822 8.9136 -6.2510
H 0.2030 0.7550 -1.8438
H 5.0339 4.5359 -4.2013
H -3.5690 1.5503 6.0139
O 5.4346 1.0843 2.4160
H 2.8710 -3.2945 6.5664
H -3.8530 -2.5825 4.6522
N -1.7543 -0.3845 3.2077
H 1.5901 -1.8683 0.6231
H 5.3941 3.0313 4.2345
H -1.6228 2.2604 1.1064
C -5.1999 -3.2171 -4.7621
O -0.7700 -0.6374 -0.5212
H 2.8968 0.8723 -1.2586
C 2.5873 3.3342 0.1712
H 3.7287 -1.3995 3.3272
H 1.2586 -2.3835 -4.4002
C -4.9922 9.0365 1.9330
C 0.2051 1.0821 3.4382
N -6.3185 0.4378 -2.0106
H -4.4668 -5.2652 -3.2708
C 5.0007 9.8159 -5.2375
O 3.2259 -5.2895 6.1672
H 2.1887 4.6042 6.7666
H 2.1921 2.6627 0.9335
H -1.5889 -0.8018 -2.4663
H 5.7040 -3.5553 -1.0357
H 0.0910 -5.6721 3.3412
H 3.2134 -1.7819 0.0931
H -5.9989 3.7660 -0.4281
H -0.3251 -5.9032 -2.1534
C -2.9638 -1.0707 3.6328
H -0.4376 -0.8278 6.2086
C 1.6099 -3.3904 -4.6259
H 2.2396 7.9239 -5.3308
H -4.7822 -0.9023 -2.5923
H 0.8161 3.1672 8.9126
C 3.9746 -6.3725 -0.6725
H 3.0591 4.1284 0.7497
C 3.9517 3.4651 6.1251
N 3.9736 1.9276 -3.6595
H 5.4072 -7.7366 -1.3382
C -4.9023 0.1421 -2.3043
N 3.6501 -4.0825 3.2626
H 3.7740 -5.9936 -1.6747
H 2.5345 -3.6090 -2.9114
C -5.0059 2.4777 0.9164
O -3.8400 -3.2067 -4.3403
H -2.8498 1.3952 1.9313
H 0.0448 3.5215 7.3543
C -6.3327 7.0341 2.0744
C 3.7478 -3.3425 4.5707
H 4.7319 -3.3602 5.0391
C 3.6671 -2.3231 -4.1058
C -2.3117 1.3568 -4.6963
H 3.1891 4.0013 8.0750
H -0.6690 -2.2319 -2.0055
N 3.4943 2.9430 4.8761
H -0.1182 -1.7757 4.8438
C -6.8336 5.7239 1.3695
H -7.1967 7.6982 2.0990
H 6.4860 4.2629 -3.2565
H 4.4287 9.7537 -4.3117
H -2.0200 2.1303 4.4487
C -8.1066 0.0039 -0.3137
H -5.8123 9.7501 2.0115
H 5.2781 -5.2496 6.1855
H 0.2088 -4.0135 3.8627
H -2.3978 2.4319 -4.5386
H 4.2467 2.6842 2.1102
H 0.9880 -5.4713 -4.1801
O -1.0225 -1.2677 2.3322
H 0.2407 -4.1247 0.5060
C 4.7510 2.7999 -2.8567
H -7.8774 5.5894 1.6533
H 6.1308 3.1477 -4.5446
H 5.5047 1.6203 0.4524
H -2.8268 -0.0485 6.3558
H 3.5078 -1.2578 5.0186
H -1.5902 -4.9761 -3.0699
H -3.2477 -1.4850 -5.4487
O 4.7200 -2.0255 -2.0056
C -3.8001 -1.4975 2.4061
C -10.4770 -0.3873 -0.7120
C 4.6155 2.2699 4.1881
C 2.7669 3.7439 7.1037
H 0.3786 6.2895 -5.3407
H -8.1633 1.0622 -0.0590
H -5.3922 -3.7333 -5.7026
O 4.8862 -8.4198 0.5243
H 2.7060 -4.0553 2.9047
O -9.1290 -0.4405 -1.1672
H -4.2860 0.2745 -1.4151
C 0.6688 -4.4300 -4.1358
C 0.6924 2.8240 7.8855
H -5.5477 -5.9951 -4.1873
H 4.8885 6.9618 -6.3949
N 2.7017 0.0551 -1.8192
H -5.9351 -5.7863 -2.4173
H -1.1486 1.5760 5.9033
C -4.3586 1.0284 -3.4414
O -3.6394 2.9311 0.8151
H 4.9171 10.8328 -5.6210
O -3.0894 0.5243 -3.7957
H 4.4914 4.4333 -1.3637
H 4.6388 0.0977 0.7746
H 5.2328 -3.5485 -3.2604